Record 1
DFT (ωB97M-V/def2-TZVPD) results for a 2-piece molecular cluster, C12H17N overall.

```
30
Properties=species:S:1:pos:R:3:forces:R:3:nbo_charge:R:1
C -1.087880 -0.477855 0.277701 -0.3210 3.5640 -4.4827 -0.242
C 0.703158 2.676426 0.709893 0.7470 0.1978 -4.3199 0.153
H 0.567357 -2.304544 -5.347112 0.9489 0.2581 0.1304 0.215
H 2.476206 3.024468 2.970792 -0.8293 0.2766 0.3439 0.253
H 1.170043 -3.049321 -3.093541 0.1543 -0.4386 0.3138 0.216
N -0.120205 1.806381 -0.104928 2.9426 2.3928 3.6368 -0.509
C -0.171826 -2.253354 -4.571819 -3.2505 -0.2055 -0.4633 -0.404
H 0.614984 -0.189932 3.700129 1.0686 0.2684 1.7351 0.230
C 0.102711 -2.944932 -3.231617 -0.4811 -1.3050 -1.2483 -0.612
H 1.435157 3.472299 0.223956 -2.3156 -1.4463 0.9185 0.270
H -1.297997 -2.537316 0.865062 -0.1547 0.0769 -0.9511 0.250
C 0.159259 0.854564 1.880525 1.0254 1.7731 0.2391 -0.087
C -0.215201 -1.474925 2.283975 0.8074 0.5605 -0.0614 -0.227
H -0.478026 -3.909302 -3.149198 1.1028 0.7456 -0.0809 0.220
H 0.168272 -2.356965 2.839688 -1.1413 0.4545 -0.4895 0.251
C 0.901514 2.123718 1.948590 -3.0360 -3.8543 2.4471 0.057
H -0.236604 -0.326453 -3.594309 1.9621 1.5724 2.3343 0.173
H -0.290716 -2.321982 -2.468921 -0.2319 0.6112 0.9630 0.179
C 0.226109 -0.248550 2.745670 -1.0502 -1.4644 -1.5266 -0.107
H -1.818857 -1.040852 -3.819379 1.7858 0.5838 -0.9527 0.184
H -1.421911 -0.507185 -0.763728 -0.5142 -0.3978 0.4345 0.246
H 0.866214 3.421250 3.798143 0.8783 -1.3824 -1.4414 0.282
H -0.463671 2.134966 -0.926126 -1.2222 0.7471 -2.9710 0.429
C 1.470021 2.597314 3.229097 1.5301 2.8068 0.0931 -0.681
H -1.059373 -2.756427 -5.105896 1.2787 0.3102 0.8146 0.198
C -0.910015 -1.541095 1.016325 1.1023 -3.8407 4.8923 -0.060
C -0.473047 0.701331 0.620267 1.0248 0.2015 1.4834 0.233
C -0.758547 -0.849206 -4.286209 -2.7136 -3.8434 0.9557 -0.577
H 1.763266 1.888116 3.980864 -0.5407 -0.9517 -0.0305 0.256
H -0.830448 -0.266096 -5.110312 -0.5567 1.7288 -2.7165 0.210
```
Forces are in eV/Å.

Output
- Expectation value of S²: 0.77
- Strongest force on any atom: 0.1228 Eh/bohr
- Spin multiplicity: 2
- Net charge: +1
- Orbital gap (alpha / beta): 0.343 / 0.202 Eh
- LUMO energy (alpha / beta): -3.73 / -7.54 eV

Record 2
DFT (ωB97M-V/def2-TZVPD) results for C3H3BrClNO as an isolated structure.

```
10
Properties=species:S:1:pos:R:3:forces:R:3:nbo_charge:R:1
C 1.426566 0.068221 -0.783998 2.3041 0.6067 0.8909 0.155
H 1.912610 -0.117360 0.218927 0.1449 0.7716 -1.3876 0.200
O -2.944587 -0.287883 -0.014014 -0.2692 0.3230 -0.0469 -0.432
H -0.178770 -0.314637 -1.851745 0.9149 0.2631 1.3182 0.378
C -1.452813 -1.755548 1.262319 1.7176 -0.1942 0.7035 -0.655
H -0.369850 -1.963702 1.182890 -1.2142 0.2573 -0.8273 0.286
N 0.301162 -0.376490 -0.909137 -2.6768 -0.8463 -2.0314 -0.631
Cl 2.398259 0.967793 -2.050352 -0.6548 -0.7416 1.0705 -0.094
Br -1.929692 -1.735206 3.065050 -0.5730 -0.2959 1.4357 0.075
C -2.207865 -0.919001 0.606923 0.3066 -0.1437 -1.1255 0.719
```
Forces are in eV/Å.

Output
- Strongest force on any atom: 0.0674 Eh/bohr
- Spin multiplicity: 1
- Orbital gap: 0.334 Eh
- LUMO energy: 0.22 eV

Record 3
DFT (ωB97M-V/def2-TZVPD) results for a single C2H4N2O2 molecule.

```
10
Properties=species:S:1:pos:R:3:forces:R:3:nbo_charge:R:1
O 0.659913 -0.263073 -0.614055 0.6983 1.9551 0.9867 -0.536
C -0.549470 -0.162801 0.069437 -0.5498 -3.1002 1.7535 0.664
H 2.555310 -0.001132 -0.659695 -0.2207 1.2563 1.8499 0.152
H -2.507901 -0.144286 -0.467873 0.2260 0.1636 0.2088 0.410
N -0.680086 -0.631084 1.267621 -1.1289 1.7558 -1.9897 -0.726
H -1.459173 0.446303 -1.635657 0.5714 1.0375 -2.4582 0.394
C 1.725876 0.354683 0.068831 -0.6001 -0.8112 -1.0472 0.638
N -1.569127 0.047148 -0.777506 -1.1001 -0.7454 1.9678 -0.807
H 0.227180 -0.633287 1.660886 0.8936 -0.5580 0.7898 0.346
O 1.597478 0.987530 1.088011 1.2103 -0.9535 -2.0613 -0.534
```
Forces are in eV/Å.

Output
- Strongest force on any atom: 0.0701 Eh/bohr
- Spin multiplicity: 1
- SMILES: [H]/N=C(/N)OC=O
- Orbital gap: 0.370 Eh
- LUMO energy: 0.77 eV

Record 4
DFT (ωB97M-V/def2-TZVPD) results for an isolated ion of composition C26H29BClF3N3O3 and charge +1.

```
66
Properties=species:S:1:pos:R:3:forces:R:3:nbo_charge:R:1
C -0.749550 1.600642 -1.223306 -0.3608 0.2565 -0.0761 -0.190
H -0.321521 -4.618365 -1.804153 0.0735 0.0736 -0.0250 0.215
C -2.174624 4.140956 -0.873541 -0.3025 0.1963 0.4129 -0.425
C -1.342455 -5.010391 0.019638 -0.1052 0.4585 0.2066 0.030
H 1.823571 4.545776 -0.345611 0.0570 0.1599 0.0996 0.251
C 1.053888 0.106317 -0.744814 -0.4984 0.2231 -0.2441 -0.060
H -2.243799 3.702118 1.232278 -0.0234 -0.1431 0.1321 0.202
C 3.585941 -0.256533 0.267222 0.4565 0.7906 0.3668 0.434
H -1.893364 -0.242559 0.822512 0.1163 -0.1140 -0.0176 0.201
C 1.651064 -1.176339 -0.784067 0.6713 0.0001 -0.0484 0.386
C -0.653453 4.094047 -0.787886 -0.5608 -0.2601 -0.6829 -0.181
C -1.581897 -4.525093 1.315192 0.1289 -0.0368 -0.4383 -0.207
F -0.873468 1.663341 2.654793 0.0705 -0.3586 1.1209 -0.293
H -1.776286 -0.824304 -3.741671 -0.1516 -0.5013 -0.1303 0.519
Cl -0.022672 4.868841 -2.304645 0.1340 0.0015 0.1312 -0.050
F -0.989506 3.743965 3.311881 -0.5146 0.3106 -0.9685 -0.285
B -1.333870 -0.703735 -1.823786 -0.1035 -1.0317 -0.2401 1.122
C -1.973873 -6.300259 -0.416471 0.5087 -0.3076 0.4057 -0.640
C -2.881435 3.557620 0.360813 0.5929 0.1874 -0.0879 -0.615
H 0.335733 -1.716215 1.298069 -0.0484 0.0401 0.0801 0.208
C -0.131284 -2.622008 0.933153 -0.0889 -0.4104 -0.1807 -0.279
H -1.730358 -7.051670 0.338686 -0.1265 -0.0662 0.0005 0.229
C -0.048718 2.711373 -0.728876 0.7692 0.0601 0.4165 -0.004
C 2.006295 3.714868 0.332396 -0.3995 -0.1713 -0.1229 -0.461
C -2.632988 -1.162575 -1.067103 0.0053 1.3330 0.3708 -0.844
H 2.567155 4.415867 2.285063 -0.0698 0.3465 -0.0529 0.234
O 5.999797 -0.304367 -1.114384 -0.1078 0.1522 0.1557 -0.153
C -0.267871 0.320240 -1.240387 0.0264 -0.3276 0.0753 -0.342
H -3.614224 -0.071176 0.571820 -0.0053 0.0593 -0.0837 0.211
H -2.984388 -1.627312 1.011699 0.1316 0.0420 0.2177 0.224
H -1.546868 -6.676254 -1.342756 -0.2076 0.1562 -0.2102 0.222
H 3.073471 3.537471 0.271883 0.0548 -0.0743 0.0023 0.220
C 1.035471 -2.399905 -1.351053 -0.5592 -0.6293 0.2211 -0.545
H -1.740806 1.805732 -1.611057 -0.0569 -0.2005 0.0153 0.224
F 1.965961 2.021532 2.925663 -0.0289 -0.7295 -1.2049 -0.319
H -3.446871 -0.650443 -1.605486 -0.0077 -0.1692 -0.2080 0.252
N 3.506132 -2.578771 -0.230734 -0.5076 -0.1470 -0.1697 -0.620
C 1.080986 2.975110 2.556648 -0.6453 0.7163 0.5710 0.217
C 1.636335 4.123209 1.792227 1.0188 -0.0158 0.8082 -0.466
H -3.077035 2.494787 0.239559 -0.1082 -0.0465 0.1834 0.210
C 1.221496 2.533168 -0.201869 -0.2383 -0.0342 -0.2911 0.083
H -3.795042 4.099842 0.585566 -0.2024 -0.1573 -0.1836 0.235
H 3.682343 1.773167 0.718665 0.0049 0.0499 0.1119 0.251
N 2.880069 -1.313943 -0.265909 0.5744 -0.1620 0.1349 -0.179
N 5.850717 0.225207 -0.116245 0.9371 0.2440 -0.6712 0.469
C 0.096547 -3.083835 -0.351874 -0.0477 0.0761 -0.4144 0.083
H 3.605452 -2.854057 0.739536 0.0875 -0.0222 0.0049 0.389
H -2.822960 -2.221642 -1.231825 0.1590 -0.0857 -0.0108 0.264
C -0.508057 -4.263220 -0.795787 -0.1492 -0.2058 0.0237 -0.261
H 1.768017 -3.165410 -1.582211 0.4445 0.3097 0.0613 0.281
H -3.059350 -6.247853 -0.461935 -0.0290 0.1013 -0.1944 0.233
H -2.454432 5.190046 -0.954189 0.0826 0.0469 -0.1835 0.235
H 4.416432 -2.509317 -0.666300 0.0627 0.0708 0.0890 0.385
H 0.968179 4.979680 1.814635 -0.1778 -0.0702 0.0508 0.244
H 0.543383 -2.214029 -2.303815 -0.1597 0.3481 0.1616 0.285
C 3.077543 0.996765 0.288573 -0.5469 -0.6028 -0.2570 -0.268
C 1.766240 1.222672 -0.221979 0.6125 0.2335 0.2596 0.094
H -2.512447 3.652040 -1.785435 -0.0139 0.1012 -0.0970 0.210
H -2.243158 -5.092846 1.956727 0.0316 0.0781 0.1599 0.221
C -0.982531 -3.361612 1.754093 -0.0976 -0.1421 0.4118 -0.190
C -0.215808 2.792724 2.836760 0.5949 -0.1810 -0.2219 0.677
H -1.180594 -3.051615 2.772762 0.0683 0.1901 -0.0394 0.224
C -2.770585 -0.744183 0.416406 -0.4077 -0.3150 -0.1062 -0.605
H -0.317201 4.720956 0.028866 0.0726 -0.0204 0.0939 0.224
O -1.135258 -1.180287 -3.117116 0.1694 0.9054 0.0219 -0.947
O 4.832388 -0.507962 0.744491 -1.0594 -0.5792 0.2837 -0.467
```
Forces are in eV/Å.

Output
- Strongest force on any atom: 0.0274 Eh/bohr
- Spin multiplicity: 1
- Net charge: +1
- SMILES: CCB(O)c1cc([C@@H](Cl)CC)c(CCC(F)=C(F)F)c2cc(ON=O)[n+](N)c(Cc3cccc(C)c3)c12
- Orbital gap: 0.267 Eh
- LUMO energy: -4.20 eV

Record 5
DFT (ωB97M-V/def2-TZVPD) results for C21H27N6O7Re as an isolated structure.

```
62
Properties=species:S:1:pos:R:3:forces:R:3:nbo_charge:R:1
H 2.946119 3.251864 2.819477 -0.0029 -0.0263 0.0006 0.245
H -5.971142 3.048930 -4.894625 0.0009 -0.0005 -0.0007 0.199
H 0.938835 3.478616 4.993447 -0.0136 -0.0243 0.0030 0.193
H 0.014518 2.719027 0.191098 0.1248 0.1279 -0.0528 0.490
O 0.551162 -0.827894 -1.676278 0.1535 0.2443 0.0592 -0.709
H 0.933392 -4.446338 4.083018 0.0021 0.0014 -0.0043 0.203
C -2.970121 2.234650 -3.540574 -0.0073 0.0235 -0.0189 0.351
C -1.826906 -3.016268 2.783376 -0.0212 0.0122 -0.0070 -0.152
H 3.108920 3.000542 4.527083 0.0051 0.0144 -0.0008 0.199
H 3.595409 0.960057 3.519188 -0.0004 0.0015 0.0014 0.228
N -2.908679 0.023654 -0.600519 -0.0145 0.0399 -0.1094 -0.459
H 0.182290 -0.069784 2.605125 0.0287 0.0220 0.0334 0.388
C -1.258714 -2.208766 1.787465 -0.0235 0.0598 -0.0257 -0.242
H 0.546657 -2.362012 -2.986898 0.0003 -0.0359 -0.0180 0.162
O 2.029139 1.016560 -0.242810 -0.2145 0.3784 0.0032 -0.711
N 0.582253 0.605362 1.958586 0.0173 -0.1737 0.4553 -0.761
H -0.756482 5.548530 0.671437 0.0309 -0.0608 0.0997 0.398
C -2.433632 0.768253 -1.571337 0.1392 -0.0863 -0.1426 0.590
H 2.380714 -0.368396 2.061991 0.0035 0.0102 -0.0021 0.233
H -5.092163 0.539483 -1.534086 0.0033 0.0018 0.0006 0.230
C -3.409585 1.402406 -2.497705 0.0019 0.0112 0.0849 -0.150
C -1.069335 -3.810574 3.617335 -0.0075 -0.0012 0.0017 -0.293
H 0.304679 2.622326 3.619980 -0.0007 -0.0055 -0.0333 0.163
H -3.228619 -1.769839 0.954226 -0.0222 0.0610 0.0312 0.190
C 0.907747 -3.059690 2.465185 -0.0156 -0.0079 -0.0174 -0.309
H 1.164611 -2.775764 -1.371601 0.0096 -0.0319 -0.0065 0.162
H 0.132749 1.500725 2.114520 0.0197 0.0208 -0.1023 0.422
H 0.181946 5.200433 3.845442 -0.0300 0.0389 0.0369 0.372
N 1.245591 4.290193 0.967959 -0.0973 0.0029 0.0099 -0.778
H -2.906766 -3.002270 2.889122 0.0017 -0.0057 0.0040 0.201
C 2.045825 0.670553 2.116382 0.0905 0.0328 -0.0253 -0.182
O -1.676766 2.507319 -3.766004 0.0043 0.0197 0.0101 -0.681
C 2.545268 1.247543 3.444461 0.0060 -0.0195 0.0130 -0.399
H 1.979713 -3.076872 2.310098 -0.0023 0.0009 0.0034 0.216
C 2.478904 2.761025 3.666187 -0.0065 0.0420 0.0294 -0.427
C -2.184366 -1.466671 0.942496 -0.0329 -0.2115 0.1066 0.090
H -1.408980 5.221166 2.177970 0.0798 -0.0198 -0.0279 0.370
H 2.028720 0.724876 4.261036 -0.0095 -0.0040 -0.0151 0.188
H -1.162252 2.013843 -3.076953 -0.0022 -0.0231 -0.0345 0.523
C 0.559363 4.742738 1.938050 0.0192 0.0279 -0.0247 0.581
N 0.826462 4.642587 3.309839 0.0004 -0.0006 -0.0642 -0.644
H -6.762760 1.577189 -3.051514 -0.0002 0.0017 0.0004 0.201
O -1.183126 0.957127 -1.813234 -0.1594 -0.0668 0.0022 -0.685
H -1.539879 -4.414767 4.381487 -0.0029 0.0028 -0.0014 0.204
C 0.153232 -2.229218 1.605162 -0.0675 -0.0720 0.0728 0.453
C -3.910633 2.819452 -4.395052 0.0195 0.0081 -0.0059 -0.289
H -0.574787 -2.576947 -1.632169 -0.0264 -0.0059 0.0126 0.142
H 2.143432 3.885739 1.217832 -0.1014 0.0067 0.0149 0.375
C -5.705511 1.762870 -3.189418 0.0144 0.0202 -0.0239 -0.284
Re 0.026576 0.220863 -0.121229 0.2259 -0.2580 -0.2919 1.672
O 3.584121 2.089587 0.970157 0.1806 -0.1639 -0.2379 -0.697
C 1.077933 3.335573 3.920300 0.0229 -0.0149 -0.0031 -0.205
C -5.258845 2.586464 -4.221332 -0.0158 -0.0231 0.0244 -0.187
C 0.315280 -3.825230 3.444999 0.0163 -0.0020 0.0039 -0.190
H -3.543793 3.456213 -5.189837 0.0001 -0.0012 0.0020 0.214
O -0.642649 2.019561 0.321361 -0.0408 0.0373 0.1892 -0.998
C 0.415534 -2.187915 -1.913704 -0.1528 -0.1216 0.0653 -0.226
N -1.868756 -0.510470 0.144804 0.0892 0.0125 -0.1682 -0.257
N -0.582910 5.505233 1.668204 0.0334 0.0151 -0.0413 -0.841
C -4.778673 1.184114 -2.343988 -0.0096 -0.0212 0.0172 -0.156
O 0.795752 -1.544888 0.701442 -0.0439 0.1061 -0.0776 -0.723
C 2.624541 1.333988 0.844266 -0.1994 0.0834 0.1921 0.788
```
Forces are in eV/Å.

Output
- Expectation value of S²: 0.76
- Strongest force on any atom: 0.0095 Eh/bohr
- Spin multiplicity: 2
- Net charge: -1
- Orbital gap (alpha / beta): 0.246 / 0.247 Eh
- LUMO energy (alpha / beta): 2.56 / 2.52 eV

Record 6
DFT (ωB97M-V/def2-TZVPD) results for a 2-piece molecular cluster, C9H14O overall.

```
24
Properties=species:S:1:pos:R:3:forces:R:3:nbo_charge:R:1
H 3.455179 -1.441262 -0.498442 0.2604 -1.2886 0.2944 0.185
C 2.500017 -1.293670 -0.987469 0.8003 -0.7585 0.2676 -0.644
H 2.650457 -3.183653 -1.978704 0.4795 -0.4166 -0.4522 0.191
H 0.196631 3.843817 0.916413 -0.7404 2.0290 0.3653 0.190
C -1.386035 -0.645092 0.281046 0.5889 2.5619 -1.3367 0.314
C -1.236955 -0.282935 1.593562 0.2515 -0.4127 -2.5772 -0.422
H 1.162237 2.682518 2.035870 -0.7398 1.2979 -1.7302 0.198
C -1.210741 0.191565 -0.904521 0.9670 0.6795 4.0480 -0.498
H 1.748495 3.104447 0.320014 -2.1937 -0.4196 0.9991 0.184
H -0.228434 2.026350 -1.536726 0.4352 -0.7857 0.8221 0.171
H 2.739743 -0.342995 -1.282507 0.0939 2.6055 -2.0063 0.214
C 0.761664 2.976432 0.971708 2.8768 -2.9627 0.6192 -0.618
C -0.362827 1.308590 -0.679306 -0.7005 2.3180 0.9211 -0.293
H 1.924924 -1.928787 -3.046025 0.4793 0.2821 -0.4079 0.205
H -1.506700 -2.617906 0.589078 -0.4051 2.2769 -0.9558 0.461
H 0.961867 -2.684269 -1.785070 2.1182 0.8931 -0.3511 0.215
H -1.425459 -1.187888 2.152820 0.2145 0.4680 1.4800 0.171
C -0.644095 0.997012 1.787620 0.6301 1.3680 -1.7260 -0.407
C 2.055798 -2.292434 -2.042698 -2.9676 -0.8955 1.5767 -0.620
H -0.378936 1.302136 2.753387 0.4363 0.5718 1.2923 0.169
O -1.719757 -1.865980 -0.056025 -1.0902 -5.6238 -0.2007 -0.713
H 1.815705 -1.030766 -0.235997 -1.3595 -0.3753 1.1100 0.243
C -0.141366 1.783035 0.633032 0.2048 -1.9690 0.2998 -0.078
H -1.370423 -0.068916 -1.873745 -0.6399 -1.4438 -2.3518 0.183
```
Forces are in eV/Å.

Output
- Expectation value of S²: 0.76
- Strongest force on any atom: 0.1115 Eh/bohr
- Spin multiplicity: 2
- Net charge: -1
- Orbital gap (alpha / beta): 0.111 / 0.233 Eh
- LUMO energy (alpha / beta): 3.70 / 3.59 eV

| no. | E_tot (a.u.) |
| --- | --- |
| 1 | -521.8402 |
| 2 | -3280.2396 |
| 3 | -338.5816 |
| 4 | -2182.4365 |
| 5 | -1750.0935 |
| 6 | -426.4383 |